No. 1
The following is a quantum chemistry calculation of a 7-piece molecular cluster, H16NO6 overall in a non-equilibrium geometry, from the Open Molecules 2025 dataset.

Calculated values
- Relative energy (zero: lowest compared OMol25 entry of this formula, charge and spin): 75.7 kcal per mole
- Total charge: +1
- HOMO: -0.512 Ha

Structure (XYZ):
```
23
Properties=species:S:1:pos:R:3:forces:R:3:lowdin_charge:R:1
N -1.105091 -1.061905 0.310122 -2.07 -1.88 -4.03 0.292
H -1.347213 -0.232380 -0.181700 -0.18 1.77 -0.53 0.078
H -0.530370 -0.878585 1.047583 1.25 0.38 3.22 0.052
H -2.015964 -1.554901 0.384987 1.12 0.09 0.98 0.177
H -0.517619 -1.533769 -0.372616 0.20 -0.53 -0.47 0.090
H 1.580259 2.164744 1.902609 -0.50 -1.81 -0.42 0.126
H 1.141268 1.041844 2.724297 -1.21 -1.56 6.56 -0.030
O 1.294804 1.199978 1.882860 1.48 3.68 -5.48 0.012
H -2.203679 0.023924 3.498106 1.28 -0.22 -2.93 0.129
H -1.719476 0.615981 1.989012 -0.43 -1.22 1.95 0.072
O -1.767302 -0.202289 2.581547 -1.02 1.85 1.46 -0.126
H 0.260607 -2.301222 -2.913523 -2.57 0.74 2.16 0.133
H -1.086105 -2.918269 -2.940510 -0.38 0.51 0.84 0.056
O -0.651091 -2.241364 -2.375649 2.93 -1.17 -2.85 -0.117
H 4.105754 0.908133 -1.779933 1.80 -0.33 -0.87 0.034
H 3.572888 1.799871 -0.684559 0.59 1.03 1.06 0.035
O 3.333357 1.193496 -1.351946 -1.95 -0.63 -0.47 0.000
H -2.990409 1.951173 -0.589290 -2.76 1.64 0.96 -0.012
H -2.600695 1.266455 -2.031485 0.38 1.17 3.42 0.141
O -2.340186 1.508239 -1.043752 2.45 -3.04 -4.27 -0.058
H 2.394558 -0.365239 -0.631456 -0.72 0.58 0.92 0.050
H 1.623656 -0.007111 0.680918 1.25 3.05 5.46 -0.110
O 1.568038 -0.376807 -0.105616 -0.94 -4.10 -6.67 -0.026
```
Forces are in eV/Å.

No. 2
The following is a quantum chemistry calculation of H16NaO8 as an isolated structure in a non-equilibrium geometry, from the Open Molecules 2025 dataset.

Calculated values
- Relative energy (zero: lowest compared OMol25 entry of this formula, charge and spin): 20.5 kcal per mole
- Total charge: +1
- HOMO: -0.524 Ha

Structure (XYZ):
```
25
Properties=species:S:1:pos:R:3:forces:R:3:lowdin_charge:R:1
Na 0.433560 -0.081440 0.020760 0.48 0.05 -0.90 0.314
O -1.795440 0.182560 -0.652240 -2.03 -1.02 -2.87 -0.085
H -2.189440 -0.547440 -1.255240 0.98 1.24 1.93 0.107
H -1.995440 0.913560 -1.287240 0.53 -0.03 1.10 0.092
O 2.494560 0.768560 -0.874240 -0.95 0.59 -0.31 -0.024
H 2.639560 1.578560 -1.388240 0.03 -0.40 0.18 0.083
H 3.323560 0.495560 -0.520240 1.07 -0.15 0.26 0.046
O -1.751440 2.430560 1.422760 -1.41 -0.64 -0.30 -0.044
H -2.609440 2.191560 0.997760 0.77 0.52 0.53 0.090
H -1.407440 1.557560 1.678760 -0.04 0.14 0.21 0.007
O -0.774440 -2.643440 -0.206240 -0.17 0.13 -0.11 -0.006
H -0.908440 -2.969440 -1.092240 0.94 -0.53 -0.82 0.048
H -1.706440 -2.568440 -0.038240 -0.89 0.24 1.23 0.045
O 0.324560 -0.713440 -2.275240 1.62 0.65 1.15 0.021
H 0.292560 -1.620440 -2.473240 0.43 -1.96 -0.41 0.036
H -0.422440 -0.388440 -2.707240 -1.74 1.24 -1.21 0.025
O -0.196440 0.196560 2.115760 0.85 1.51 0.72 -0.014
H -0.700440 -0.566440 2.310760 -0.93 -1.36 0.56 0.065
H 0.106560 0.546560 2.978760 -0.12 -0.31 -0.63 0.124
O 1.967560 -1.631440 0.818760 0.79 -0.50 0.17 -0.028
H 2.839560 -2.054440 0.834760 0.11 0.56 -0.38 0.083
H 1.500560 -2.297440 1.316760 -0.83 -0.28 0.27 0.050
O 0.174560 2.351560 -0.305240 1.41 -0.40 0.31 -0.074
H -0.593440 2.449560 0.284760 -0.15 0.52 0.10 -0.029
H 0.953560 2.419560 0.294760 -0.78 0.18 -0.78 0.067
```
Forces are in eV/Å.

No. 3
The following is a quantum chemistry calculation of H16NaO8 as an isolated structure, from the Open Molecules 2025 dataset.

Calculated values
- Relative energy (zero: lowest compared OMol25 entry of this formula, charge and spin): 9.1 kcal per mole
- Total charge: +1
- HOMO: -0.509 Ha

Structure (XYZ):
```
25
Properties=species:S:1:pos:R:3:forces:R:3:lowdin_charge:R:1
Na 15.034657 -17.432430 5.516005 -0.21 0.18 0.09 0.466
O 15.002029 -16.233444 3.447060 0.13 -0.02 0.14 -0.029
H 15.812425 -16.011335 2.977920 -0.01 -0.06 -0.12 0.075
H 14.351727 -15.602593 3.121969 -0.05 0.02 0.05 0.079
O 16.871531 -18.211729 7.451422 -0.02 0.01 -0.49 -0.023
H 17.662660 -18.508905 6.985999 0.09 -0.08 0.14 0.073
H 16.421499 -19.022718 7.709009 -0.04 0.06 0.24 0.061
O 13.496027 -18.674148 2.097722 0.15 -0.11 0.06 -0.058
H 13.514404 -18.142750 2.902026 -0.11 0.02 -0.08 -0.029
H 12.600633 -18.603611 1.755552 -0.02 -0.02 -0.02 0.042
O 13.339160 -17.315288 8.009193 0.17 -0.06 0.05 -0.037
H 12.725163 -18.043258 8.147146 -0.08 0.01 -0.03 0.056
H 13.355308 -16.866063 8.861950 0.05 -0.05 0.08 0.064
O 13.852998 -14.531287 6.790519 -0.07 0.03 -0.22 -0.048
H 14.797012 -14.514754 6.597113 0.00 -0.01 0.14 0.002
H 13.755171 -15.211659 7.461460 -0.08 -0.02 -0.07 -0.004
O 15.073611 -19.962588 5.304218 -0.05 0.22 0.05 -0.028
H 14.681487 -20.428902 4.556135 0.00 0.09 -0.12 0.070
H 15.632722 -20.616794 5.733553 0.00 -0.07 -0.04 0.060
O 12.764858 -17.750085 4.897417 0.05 -0.13 0.00 -0.036
H 12.392619 -18.545919 5.291321 -0.05 -0.06 -0.07 0.074
H 12.004269 -17.209873 4.658592 0.02 0.15 0.12 0.088
O 16.486201 -15.598318 6.281967 0.23 -0.33 -0.21 -0.038
H 17.163360 -15.100355 5.811835 -0.03 0.09 -0.01 0.082
H 16.966569 -16.245744 6.815457 -0.05 0.15 0.30 0.036
```
Forces are in eV/Å.

No. 4
The following is a quantum chemistry calculation of a 8-piece molecular cluster, H16O8 overall in a non-equilibrium geometry, from the Open Molecules 2025 dataset.

Calculated values
- Relative energy (zero: lowest compared OMol25 entry of this formula, charge and spin): 6.7 kcal per mole
- Total charge: -1
- Multiplicity: 2
- HOMO (alpha / beta): 0.004 / -0.280 Ha

Structure (XYZ):
```
24
Properties=species:S:1:pos:R:3:forces:R:3:lowdin_charge:R:1
O -0.366382 1.983102 1.707770 0.38 0.74 0.16 -0.109
H -0.994853 1.273251 1.575983 -1.11 -0.70 -0.21 -0.014
H -0.548184 2.303653 2.591194 -0.01 0.08 0.27 0.055
O 3.185240 0.675531 -0.521999 0.91 -0.10 -0.20 -0.091
H 3.589599 1.328838 -1.092877 0.18 0.15 -0.01 0.017
H 2.252647 0.890820 -0.533791 -0.63 -0.31 0.07 -0.037
O 0.328973 -2.240784 -2.636265 0.00 -0.17 -0.69 -0.092
H -0.082848 -2.661578 -1.881562 -0.27 -0.11 0.37 -0.025
H 0.728339 -1.447096 -2.280177 0.19 0.33 0.18 0.004
O -2.276322 0.095706 1.003623 -0.26 1.11 0.31 -0.111
H -1.878212 -0.568138 1.566706 0.20 -0.85 0.50 -0.024
H -2.203863 -0.264521 0.119758 -0.14 -0.49 -0.64 -0.021
O 0.536885 0.404447 -0.409727 0.12 0.57 -0.69 -0.074
H 0.184939 0.995730 0.255660 -0.02 0.24 0.08 -0.010
H -0.052076 -0.350001 -0.396058 -0.16 -0.76 0.29 -0.025
O -2.731071 -1.048463 -1.805031 -0.40 0.28 0.27 -0.080
H -2.536928 -1.857247 -2.278746 0.25 -0.33 0.00 0.021
H -2.317010 -0.360137 -2.325613 0.22 0.21 -0.21 0.027
O 2.259150 2.576248 1.831818 0.96 0.34 0.10 -0.083
H 1.900357 3.322825 2.311528 -0.14 0.11 0.03 0.013
H 1.510028 1.996214 1.695390 -0.38 -0.21 -0.02 -0.022
O -0.427235 -2.209105 0.249941 -0.60 0.34 -1.46 -0.266
H -0.501223 -2.277577 1.201821 -0.17 -0.16 1.35 -0.049
H 0.440049 -2.561719 0.050653 0.87 -0.32 0.17 -0.003
```
Forces are in eV/Å.